The following is a quantum chemistry calculation of a structure of composition C22H16Cl2Li at a distorted geometry, from the Open Molecules 2025 dataset.

The geometry in XYZ format:
```
41
Properties=species:S:1:pos:R:3
Cl 0.15 4.01 -5.06
C -0.40 3.02 -3.79
C -0.98 3.57 -2.63
C -1.43 2.76 -1.60
C -1.34 1.34 -1.70
C -1.80 0.51 -0.62
C -1.79 -0.91 -0.53
C -2.30 -1.56 0.63
C -2.30 -2.94 0.73
C -1.78 -3.75 -0.30
Cl -1.77 -5.45 -0.19
C -1.27 -3.17 -1.46
C -1.29 -1.79 -1.54
C -0.76 0.85 -2.91
C -0.30 1.64 -3.94
H -1.06 4.65 -2.56
H -1.86 3.18 -0.70
H -2.24 1.04 0.23
H -2.70 -0.94 1.43
H -2.70 -3.44 1.61
H -0.87 -3.75 -2.30
H -0.90 -1.42 -2.47
H -0.66 -0.20 -3.11
H 0.12 1.16 -4.83
C 2.90 1.80 1.69
Li 0.47 0.80 2.78
C 2.03 1.86 0.58
C 1.52 0.57 0.33
C 1.95 -0.30 1.39
C 2.73 0.50 2.32
C 2.71 0.16 3.68
C 2.11 -1.03 4.09
C 1.36 -1.79 3.20
C 1.22 -1.39 1.88
H 3.54 2.60 2.03
H 1.88 2.72 -0.07
H 1.03 0.25 -0.57
H 3.16 0.81 4.43
H 2.20 -1.37 5.12
H 0.89 -2.71 3.52
H 0.55 -1.91 1.20
```

Output
LUMO energy (eV): 1.54
Calculated total energy (a.u.): -1775.856044
Net charge: -1
Spin multiplicity: 1

Here are the Mulliken charges for atoms 1 to 8, given in e: atom 1 (Cl): -0.29, atom 2 (C): 0.38, atom 3 (C): -0.59, atom 4 (C): -0.84, atom 5 (C): 1.28, atom 6 (C): -1.53, atom 7 (C): 1.49, atom 8 (C): -0.83


The following is a quantum chemistry calculation of a cluster of 2 separate species, C22H16Cl4O5P in total at a distorted geometry, from the Open Molecules 2025 dataset.

The geometry in XYZ format:
```
48
Properties=species:S:1:pos:R:3
Cl 0.23 -0.10 3.79
C 1.00 -1.61 3.68
C 0.23 -2.78 3.76
Cl -1.47 -2.73 3.81
C 0.82 -4.07 4.08
O 0.17 -5.07 4.34
C 2.37 -4.12 4.13
O 2.94 -5.20 4.26
C 3.08 -2.85 4.04
Cl 4.76 -2.93 4.29
C 2.43 -1.65 3.80
Cl 3.29 -0.19 3.82
C -1.73 4.19 2.90
C -1.63 2.76 2.45
O -0.56 2.62 1.50
C -0.45 1.36 0.92
C 0.69 1.32 0.06
P 0.89 0.26 -1.34
C -0.68 -0.66 -1.53
C -1.95 -0.11 -1.47
C -3.08 -0.92 -1.55
C -2.95 -2.30 -1.73
C -1.67 -2.85 -1.84
C -0.54 -2.03 -1.76
C 0.93 1.11 -3.00
C -0.12 1.73 -3.68
C 0.03 2.19 -5.00
C 1.24 2.04 -5.67
C 2.30 1.43 -5.00
C 2.14 1.00 -3.69
O 2.05 -0.70 -1.32
O -1.24 0.45 1.14
H -2.55 4.30 3.62
H -0.80 4.52 3.39
H -1.92 4.87 2.06
H -1.44 2.11 3.30
H -2.60 2.45 2.03
H 1.16 2.29 -0.07
H -2.11 0.97 -1.33
H -4.07 -0.48 -1.46
H -3.83 -2.94 -1.78
H -1.53 -3.92 -1.98
H 0.46 -2.45 -1.85
H -1.10 1.84 -3.22
H -0.80 2.66 -5.52
H 1.37 2.40 -6.70
H 3.26 1.30 -5.50
H 2.98 0.50 -3.20
```

Output
LUMO energy (eV): -0.20
Calculated total energy (a.u.): -3406.310318
Net charge: -1
Spin multiplicity: 1

Here are the Mulliken charges for atoms 1 to 8, given in e: atom 1 (Cl): -0.05, atom 2 (C): 0.28, atom 3 (C): 0.17, atom 4 (Cl): -0.15, atom 5 (C): 0.29, atom 6 (O): -0.56, atom 7 (C): 0.37, atom 8 (O): -0.55


The following is a quantum chemistry calculation of a structure of composition C22H16ClO4PPt at a distorted geometry, from the Open Molecules 2025 dataset.

The geometry in XYZ format:
```
45
Properties=species:S:1:pos:R:3
Pt -0.30 0.15 0.07
C 0.78 -2.38 -6.26
C 1.38 -1.19 -5.86
C 1.06 -0.63 -4.64
C 0.12 -1.25 -3.81
C -0.47 -2.44 -4.20
C -0.14 -3.00 -5.43
P -0.35 -0.41 -2.26
C -1.23 -1.83 -1.49
C -2.61 -1.88 -1.31
C -3.19 -2.96 -0.66
C -2.41 -4.00 -0.20
C -1.03 -3.97 -0.39
C -0.44 -2.89 -1.03
C -1.64 0.75 -2.76
C -2.31 0.72 -3.96
C -3.29 1.70 -4.23
C -3.53 2.71 -3.33
C -2.82 2.78 -2.11
C -2.98 3.85 -1.19
C -2.26 3.86 -0.03
C -1.37 2.80 0.30
C -1.21 1.76 -0.57
C -1.90 1.76 -1.81
H 1.04 -2.82 -7.21
H 2.11 -0.71 -6.51
H 1.52 0.30 -4.33
H -1.19 -2.93 -3.56
H -0.62 -3.92 -5.74
H -3.22 -1.06 -1.67
H -4.26 -2.98 -0.52
H -2.86 -4.84 0.32
H -0.41 -4.78 -0.02
H 0.63 -2.87 -1.16
H -2.09 -0.03 -4.70
H -3.84 1.66 -5.16
H -4.26 3.48 -3.56
H -3.66 4.65 -1.43
H -2.37 4.68 0.67
H -0.85 2.81 1.25
O -0.13 0.53 2.50
Cl -0.44 -0.92 2.51
O -0.25 -1.49 3.80
O 0.51 -1.50 1.52
O -1.79 -1.10 2.02
```

Output
LUMO energy (eV): -1.30
Calculated total energy (a.u.): -2069.472167
Net charge: 0
Spin multiplicity: 1

Here are the Mulliken charges for atoms 1 to 8, given in e: atom 1 (Pt): 0.44, atom 2 (C): -0.43, atom 3 (C): -0.69, atom 4 (C): -0.21, atom 5 (C): 0.10, atom 6 (C): -0.02, atom 7 (C): -0.82, atom 8 (P): 0.38


The following is a quantum chemistry calculation of a structure of composition C22H16IMnN3O7, from the Open Molecules 2025 dataset.

The geometry in XYZ format:
```
50
Properties=species:S:1:pos:R:3
Mn -1.19 1.13 -1.05
O 0.03 -4.11 0.13
C 1.17 -3.67 -0.41
C 2.23 -4.57 -0.54
C 3.44 -4.15 -1.04
C 3.64 -2.82 -1.43
C 2.59 -1.93 -1.33
C 1.34 -2.35 -0.85
C 0.26 -1.38 -0.76
O 0.31 -0.27 -1.58
N -0.70 -1.50 0.07
N -1.59 -0.44 0.09
C -2.57 -0.57 0.92
C -3.59 0.41 1.12
C -4.60 0.12 2.06
C -5.61 1.00 2.33
C -5.63 2.24 1.66
C -4.66 2.56 0.75
C -3.60 1.66 0.44
O -2.72 2.03 -0.43
H -0.55 -3.34 0.31
H 2.07 -5.59 -0.21
H 4.26 -4.85 -1.12
H 4.61 -2.49 -1.78
H 2.74 -0.89 -1.59
H -2.62 -1.48 1.51
H -4.56 -0.84 2.57
H -6.38 0.76 3.05
H -6.42 2.95 1.87
H -4.66 3.51 0.23
O 1.69 2.32 -3.11
C 0.98 2.38 -2.11
O -0.34 2.38 -2.20
C 1.55 2.30 -0.74
C 2.88 1.89 -0.58
C 3.39 1.59 0.66
C 2.57 1.71 1.81
C 1.24 2.17 1.66
C 0.76 2.46 0.41
N 3.06 1.38 3.06
O 2.31 1.51 4.07
O 4.26 1.00 3.16
H 3.50 1.78 -1.46
H 4.41 1.26 0.80
H 0.64 2.29 2.55
H -0.24 2.88 0.33
I -1.69 -0.84 -3.67
C 0.32 -0.53 -3.00
H 0.91 -1.42 -3.21
H 0.71 0.37 -3.47
```

Output
⟨S²⟩: 6.068
LUMO energy (spin up / spin down) (eV): 1.42 / 1.41
Calculated total energy (a.u.): -2987.587461
Net charge: -1
Spin multiplicity: 5

Here are the Mulliken charges for atoms 1 to 8, given in e: atom 1 (Mn): 0.42, atom 2 (O): -0.67, atom 3 (C): 0.12, atom 4 (C): -0.71, atom 5 (C): -0.36, atom 6 (C): -0.94, atom 7 (C): 0.13, atom 8 (C): -0.16


Q: Which value of spin multiplicity does entry 2 give?
A: 1